DFT (ωB97M-V/def2-TZVPD) results for a 2-piece molecular cluster, C6H15N2 overall.

XYZ file:
```
23
Properties=species:S:1:pos:R:3:mulliken_charge:R:1
C -1.15 -3.56 0.85 -1.161
C -0.17 -2.62 0.21 -0.089
C -0.52 -1.71 -0.74 -0.135
C 0.40 -0.72 -1.34 -0.784
H -2.16 -3.46 0.50 0.326
H -0.74 -4.55 0.73 0.321
H -1.19 -3.43 1.96 0.285
H 0.84 -2.69 0.55 0.334
H -1.58 -1.68 -1.03 0.266
H 1.33 -0.65 -0.74 0.177
H 0.51 -0.88 -2.39 0.413
H -0.17 0.29 -1.35 0.079
C 1.27 3.29 -0.88 -0.710
N -0.53 1.30 1.68 -0.261
C -0.28 2.02 0.62 0.165
N 0.92 2.23 0.12 -0.148
H 1.95 4.03 -0.43 0.322
H 0.31 3.79 -1.15 0.259
H 1.71 2.88 -1.81 0.300
H 0.14 0.67 2.07 0.230
H -1.49 1.25 1.98 0.264
H -1.08 2.56 0.12 0.297
H 1.70 1.66 0.48 0.250
```

Results
- frontier orbital gap (eV) = 8.50
- largest force on an atom (eV Å⁻¹) = 2.56
- charge = +1
- energy relative to the best compared isomer or geometry (same formula, charge and spin) (kcal per mole) = 36.8
- calculated total energy (hartree) = -346.85388



DFT (ωB97M-V/def2-TZVPD) results for an isolated ion of composition C6H15N2 and charge +1.

XYZ file:
```
23
Properties=species:S:1:pos:R:3:mulliken_charge:R:1
C 0.65 2.16 0.52 -1.108
C -0.58 1.35 0.90 -0.502
C -0.91 0.16 0.02 0.073
C -1.68 0.19 -1.07 -0.077
N -2.26 1.32 -1.64 -0.528
C -0.24 -1.10 0.55 -1.106
C 1.02 -1.40 -0.40 -0.499
N 1.93 -2.39 0.30 -0.272
H 0.56 2.85 -0.31 0.298
H 1.08 2.87 1.30 0.379
H 1.63 1.65 0.50 0.226
H -0.41 1.11 1.95 0.331
H -1.39 2.12 0.78 0.216
H -1.77 -0.77 -1.59 0.331
H -2.73 1.91 -0.98 0.241
H -2.93 1.05 -2.36 0.281
H -0.97 -1.90 0.64 0.484
H 0.13 -0.96 1.57 0.486
H 0.84 -1.85 -1.40 0.291
H 1.55 -0.49 -0.74 0.352
H 2.71 -1.89 0.73 0.370
H 1.52 -2.87 1.10 0.357
H 2.26 -3.14 -0.34 0.375
```

Results
- frontier orbital gap (eV) = 7.73
- largest force on an atom (eV Å⁻¹) = 3.12
- charge = +1
- energy relative to the best compared isomer or geometry (same formula, charge and spin) (kcal per mole) = 52.9
- calculated total energy (hartree) = -346.82822



DFT (ωB97M-V/def2-TZVPD) results for a 2-piece molecular cluster, C6H15N2 overall.

XYZ file:
```
23
Properties=species:S:1:pos:R:3:mulliken_charge:R:1
C 1.26 -0.12 -2.05 -0.927
C 0.33 0.86 -1.37 -0.668
C -0.60 0.17 -0.33 0.592
C -1.77 -0.35 -0.70 -0.183
N -2.62 -1.06 0.26 -0.521
C -0.15 0.04 1.05 -0.729
C -0.46 1.11 2.11 -0.980
N 3.11 -0.54 0.63 -0.619
H 0.64 -0.93 -2.64 0.294
H 1.96 0.40 -2.71 0.349
H -0.39 1.36 -2.14 0.363
H 0.92 1.66 -0.86 0.334
H -2.00 -0.50 -1.68 0.542
H -3.61 -0.88 0.32 0.275
H -2.31 -1.11 1.24 0.236
H -0.02 -0.96 1.43 0.662
H 2.27 -0.29 1.15 0.114
H 0.19 2.02 1.96 0.363
H -0.33 0.75 3.11 0.364
H -1.49 1.49 2.00 0.339
H 1.77 -0.74 -1.28 0.324
H 3.50 -1.45 0.73 0.231
H 3.89 0.10 0.91 0.246
```

Results
- frontier orbital gap (eV) = 6.19
- largest force on an atom (eV Å⁻¹) = 6.15
- charge = +1
- energy relative to the best compared isomer or geometry (same formula, charge and spin) (kcal per mole) = 113.0
- calculated total energy (hartree) = -346.73254



DFT (ωB97M-V/def2-TZVPD) results for C6H15N3 as an isolated structure.

XYZ file:
```
24
Properties=species:S:1:pos:R:3:mulliken_charge:R:1
C -1.46 0.69 0.65 0.035
C 0.84 -0.98 0.01 -0.591
C -2.23 -0.37 1.37 -1.113
C 0.21 -1.78 -1.11 -1.428
N -1.67 1.07 -0.56 -0.537
H -0.79 1.31 1.23 0.434
H -2.35 0.50 -1.07 0.261
H -0.42 1.32 -1.32 0.408
H 0.26 -1.01 0.92 0.292
H 1.82 -1.37 0.29 0.625
H -3.13 0.08 1.81 0.354
H -2.54 -1.16 0.69 0.308
H -1.65 -0.80 2.18 0.352
H 0.91 -1.90 -1.95 0.370
H -0.68 -1.29 -1.51 0.246
H -0.08 -2.78 -0.79 0.352
C 1.51 0.67 -0.80 -0.101
C 1.95 1.44 1.40 -0.351
N 1.91 1.62 0.16 -0.438
N 0.67 1.19 -1.75 -0.771
H 0.62 0.58 -2.56 0.300
H 2.41 0.20 -1.22 0.475
H 2.30 2.25 2.03 0.271
H 1.60 0.53 1.90 0.246
```

Results
- frontier orbital gap (eV) = 8.55
- largest force on an atom (eV Å⁻¹) = 3.55
- charge = 0
- energy relative to the best compared isomer or geometry (same formula, charge and spin) (kcal per mole) = 81.5
- calculated total energy (hartree) = -401.75745



DFT (ωB97M-V/def2-TZVPD) results for C6H15N3 in the gas phase.

XYZ file:
```
24
Properties=species:S:1:pos:R:3:mulliken_charge:R:1
C 1.66 1.68 2.01 -0.751
C 1.71 0.78 1.03 -0.623
C 0.43 0.52 -0.13 0.725
N 1.05 0.66 -1.39 -0.446
N -0.56 1.49 0.02 -0.424
N 0.07 -0.79 0.20 -0.145
C -0.37 -1.18 1.55 -0.982
C -0.72 -1.61 -1.04 -0.615
C -1.69 -0.84 -1.90 -0.996
H 0.75 2.21 2.28 0.256
H 2.53 1.88 2.64 0.283
H 2.66 0.30 0.80 0.282
H 1.06 1.57 -1.84 0.184
H 1.71 -0.05 -1.68 0.206
H -1.49 1.22 0.32 0.152
H -0.37 2.48 -0.03 0.234
H -0.51 -0.36 2.25 0.370
H -1.32 -1.72 1.51 0.374
H 0.41 -1.83 1.96 0.270
H -1.24 -2.43 -0.53 0.467
H 0.09 -2.04 -1.63 0.263
H -2.41 -0.27 -1.29 0.223
H -2.27 -1.52 -2.53 0.414
H -1.18 -0.15 -2.58 0.276
```

Results
- frontier orbital gap (eV) = 8.93
- largest force on an atom (eV Å⁻¹) = 5.17
- charge = 0
- energy relative to the best compared isomer or geometry (same formula, charge and spin) (kcal per mole) = 66.0
- calculated total energy (hartree) = -401.78205



DFT (ωB97M-V/def2-TZVPD) results for a 3-piece molecular cluster, C6H15N3O overall.

XYZ file:
```
25
Properties=species:S:1:pos:R:3:mulliken_charge:R:1
C 2.10 -0.57 0.56 0.155
C 2.69 -0.50 -0.83 -0.900
C 0.73 1.32 0.54 -0.636
C 1.17 2.47 0.03 -0.747
O 1.42 -1.54 0.92 -0.701
H -0.24 -1.88 1.01 0.361
H 2.65 0.02 1.31 0.419
H 0.34 1.32 1.56 0.346
H 3.05 0.50 -1.06 0.274
H 1.95 -0.81 -1.58 0.237
H 3.53 -1.19 -0.88 0.351
H 1.56 2.52 -0.99 0.224
H 1.20 3.40 0.59 0.286
C -0.89 -0.47 -0.89 -1.492
C -3.06 0.50 -0.31 -0.915
N -2.03 -0.51 -0.10 0.836
N -2.19 -1.22 0.96 -0.584
N -1.24 -2.12 1.19 -0.364
H -1.40 -2.55 2.09 0.272
H -1.07 0.03 -1.83 0.309
H 0.07 0.44 -0.20 0.710
H -3.48 0.39 -1.31 0.329
H -2.62 1.50 -0.21 0.317
H -3.83 0.37 0.44 0.337
H -0.41 -1.43 -1.01 0.578
```

Results
- frontier orbital gap (spin up / spin down) (eV) = 7.66 / 7.66
- largest force on an atom (eV Å⁻¹) = 1.49
- charge = 0
- energy relative to the best compared isomer or geometry (same formula, charge and spin) (kcal per mole) = 146.3
- calculated total energy (hartree) = -476.90788